Below is a structure of composition C47H54GdN10, with properties calculated with ωB97M-V/def2-TZVPD.

The geometry in XYZ format:
```
112
C47H54GdN10, DFT ωB97M-V/def2-TZVPD
Gd 0.6278 0.1494 -0.2726
N -0.1351 1.7264 2.0577
N 2.8802 -0.0436 -2.8806
N 0.3033 2.9250 1.9264
N 0.1670 -2.3061 2.8369
N -0.3562 -2.0904 -2.0114
N -2.0594 -0.1788 -0.1221
N 1.9486 -2.5901 0.3968
N 2.4656 -0.3546 1.7233
N -1.9859 2.0937 0.0393
N -4.0645 1.0587 0.0888
C 0.8464 2.1578 -4.7822
C -4.6685 2.3312 0.4172
C -2.2748 -3.5396 -3.4423
C 0.8258 -3.4177 2.5178
C 1.4601 3.1510 1.2418
C -1.5809 -4.1112 -2.3908
C 2.5276 -0.9111 -4.0052
C 3.3603 2.6265 -0.0449
C -1.4383 2.2829 -4.1716
C -1.1194 1.7054 -2.9512
C 3.9049 3.8742 0.2278
C -0.4847 -4.7364 4.0257
C 3.5223 -0.8543 1.0775
C -0.4508 2.5003 -5.1111
C -2.8639 -1.3919 -0.0246
C 4.8185 -0.4251 1.3277
C 5.0251 0.5017 2.3351
C 1.1625 1.6286 -3.5342
C -2.0213 0.4885 2.8210
C -2.8521 2.5777 4.4388
C 3.2330 -1.9563 0.0884
C -4.2175 -1.2196 -0.7000
C 2.6235 1.3533 -3.2718
C -1.9584 -2.2362 -3.7895
C -3.6387 1.4380 4.3222
C 1.6171 -3.5701 -0.6359
C -0.6270 -3.3633 -1.7075
C -2.7188 0.9483 -0.0009
C -2.5003 3.4441 0.0859
C -3.9578 3.4446 -0.3403
C -1.0061 -1.5593 -3.0459
C -1.2709 1.6621 2.8655
C -3.2083 0.3894 3.5209
C 3.2171 4.7874 1.0160
C -0.7580 -2.3868 3.7811
C -1.6837 2.6992 3.7123
C -1.0990 -3.5629 4.4303
C 0.1437 -3.9825 -0.5805
C 0.1892 1.3545 -2.5439
C 3.9410 0.9307 3.0851
C 2.6796 0.4830 2.7330
C 2.0851 2.2097 0.3667
C -4.9347 -0.0948 0.0229
C 4.3107 -0.1875 -2.6167
C 2.0782 -3.2690 1.6953
C 1.9993 4.4217 1.5303
C 0.4943 -4.6602 3.0501
H -2.4043 3.8381 1.1063
H 2.2520 -4.4655 -0.5452
H 4.5884 0.3898 -1.7346
H 2.9799 2.0064 -2.4714
H -1.6445 -0.3213 2.2116
H -0.2878 -3.6460 0.3645
H -0.7414 -5.6810 4.4800
H -1.8971 4.0725 -0.5738
H 3.9856 1.9548 -0.6253
H -5.7234 2.2874 0.1395
H 4.9191 0.1521 -3.4656
H -4.0641 -0.9457 -1.7454
H 1.7968 0.8009 3.2707
H 0.0428 -5.0669 -0.6254
H 2.6616 -1.9582 -3.7325
H -3.8006 -0.5131 3.4403
H 1.6330 2.3185 -5.5069
H -4.7938 -2.1429 -0.6586
H -4.5707 1.3610 4.8645
H -1.8224 -3.5511 5.2288
H -3.0257 -1.6535 1.0312
H -2.3208 -2.2176 -0.4808
H -2.4636 2.5503 -4.3906
H 3.1686 -1.5386 -0.9221
H 1.4885 -0.7475 -4.2853
H -4.4089 4.4119 -0.1332
H 3.2068 1.5939 -4.1764
H -4.6031 2.5054 1.4977
H 1.4543 5.0663 2.2034
H -5.2300 -0.4148 1.0311
H 3.6429 5.7541 1.2349
H 1.0167 -5.5456 2.7233
H 4.8702 4.1409 -0.1813
H 4.5661 -1.2328 -2.4441
H 5.6392 -0.8048 0.7381
H -2.4427 -1.7373 -4.6142
H -3.1560 3.3803 5.0971
H -5.8359 0.1981 -0.5221
H 4.0582 -2.6928 0.1152
H -1.2417 -1.4616 4.0609
H -1.9638 1.4953 -2.3024
H 3.1537 -0.7029 -4.8852
H -0.7536 -0.5371 -3.2960
H 2.5361 -4.2613 1.5576
H 2.7486 -2.6728 2.3237
H -3.0312 -4.0937 -3.9805
H -1.7814 -5.1273 -2.0941
H 6.0192 0.8653 2.5339
H -4.0324 3.2481 -1.4102
H -0.6866 2.9212 -6.0773
H 4.0656 1.6203 3.9038
H 1.8150 -3.1251 -1.6149
H -1.0739 3.5870 3.7885
H -1.0268 1.9881 -0.2837
```

Values from the calculation:
M ... 916.27 g/mol
Frontier orbital gap (alpha / beta) ... 6.6898 / 7.5001 eV
HOMO (alpha / beta) ... -10.19 / -10.28 eV
⟨S²⟩ ... 16.08
Spin multiplicity ... 8
Lowest unoccupied orbital energy (alpha / beta) ... -3.50 / -2.78 eV
E ... -85345.0997 eV
Charge ... +1


Below is a structure of composition C2H2N2PS, with properties calculated with ωB97M-V/def2-TZVPD.

The geometry in XYZ format:
```
8
C2H2N2PS, DFT ωB97M-V/def2-TZVPD
S -1.0295 -1.6682 2.7514
P -0.3753 -0.4667 1.1537
N -1.2720 0.3109 0.1305
N 1.0392 -0.6154 0.4369
C 0.8731 0.1685 -0.6651
C -0.3889 0.6780 -0.8643
H 1.8283 0.2807 -1.3472
H -0.6750 1.3122 -1.5960
```

Values from the calculation:
M ... 117.09 g/mol
Frontier orbital gap ... 7.2573 eV
HOMO ... -3.36 eV
Lowest unoccupied orbital energy ... 3.90 eV
E ... -25212.0223 eV
Charge ... -1


> Look up the M of the second one.

117.09 g/mol


> Which formula does entry 2 have?

C2H2N2PS